[1]
{"formula": "C42H41BrF6N2O2P", "method": "the ωB97M-V functional and the def2-TZVPD basis", "elements": ["Br", "P", "F", "F", "F", "F", "F", "F", "O", "O", "N", "N", "C", "C", "C", "C", "C", "C", "C", "C", "C", "C", "C", "C", "C", "C", "C", "C", "C", "C", "C", "C", "C", "C", "C", "C", "C", "C", "C", "C", "C", "C", "C", "C", "C", "C", "C", "C", "C", "C", "C", "C", "C", "C", "H", "H", "H", "H", "H", "H", "H", "H", "H", "H", "H", "H", "H", "H", "H", "H", "H", "H", "H", "H", "H", "H", "H", "H", "H", "H", "H", "H", "H", "H", "H", "H", "H", "H", "H", "H", "H", "H", "H", "H", "H"], "xyz": [[1.414, -0.666, 4.022], [-4.290, -0.953, 3.915], [6.983, 3.971, -3.849], [0.049, -2.006, -0.499], [-1.588, -1.909, -5.022], [-2.869, 5.382, 4.032], [2.179, 4.653, 1.000], [-5.051, -9.308, 0.790], [-4.938, -0.463, 2.530], [-5.229, -0.381, 5.100], [-4.256, -2.485, 3.985], [-0.425, 1.411, 4.462], [-4.661, -8.169, 1.386], [-3.889, -7.270, 0.677], [0.842, 0.187, -0.167], [-0.301, 0.925, -2.588], [5.723, 4.241, -5.819], [0.386, 1.864, -1.829], [5.582, 2.414, -7.377], [-1.401, -0.716, 4.023], [-0.309, 0.098, 4.193], [3.590, 4.577, -0.889], [0.959, 1.493, -0.620], [0.938, -5.044, -5.819], [-3.493, -6.092, 1.293], [5.255, 3.714, -7.014], [4.134, 5.207, -1.999], [-1.801, 3.465, 4.855], [-3.104, 4.058, 4.272], [0.159, -0.733, -0.937], [-1.258, -2.187, 3.739], [2.715, 5.274, -0.083], [-2.663, -0.119, 4.124], [2.369, 6.583, -0.347], [-5.042, -7.928, 2.692], [-0.756, -2.941, -5.287], [-1.603, -2.516, 2.260], [6.864, 2.167, -5.357], [-0.037, -3.504, -4.253], [-1.624, 1.998, 4.565], [-3.862, -5.835, 2.607], [6.523, 3.459, -5.010], [0.812, -4.567, -4.522], [-0.648, -3.404, -6.582], [2.012, 1.484, 6.943], [0.811, 2.197, 4.670], [-0.412, -0.384, -2.143], [-2.730, 1.230, 4.411], [2.923, 7.213, -1.452], [1.402, 1.898, 5.980], [0.210, -4.461, -6.848], [3.803, 6.526, -2.278], [6.384, 1.642, -6.548], [-4.634, -6.753, 3.306], [-1.008, 4.088, 4.440], [1.542, 1.999, 3.890], [-3.713, 1.667, 4.516], [-5.722, 0.085, 2.683], [0.475, 2.884, -2.180], [2.668, 8.242, -1.668], [6.636, 0.628, -6.828], [0.311, -4.831, -7.860], [2.341, 0.933, 7.793], [4.229, 7.019, -3.141], [-1.526, -1.623, 1.631], [-0.243, -2.542, 3.892], [-5.650, -8.654, 3.216], [0.623, 3.265, 4.650], [-4.718, -0.206, 5.901], [1.603, -5.871, -6.029], [-4.919, -6.554, 4.331], [-4.629, -2.895, 3.136], [-3.338, 3.526, 3.347], [-3.929, 3.971, 4.981], [-2.608, -2.906, 2.147], [5.212, 2.005, -8.307], [7.497, 1.584, -4.701], [5.474, 5.249, -5.515], [-3.606, -7.493, -0.343], [1.498, 2.223, -0.029], [1.277, -0.115, 0.777], [4.633, 4.317, -7.662], [-0.938, -1.129, -2.724], [3.842, 3.552, -0.648], [-1.884, -2.757, 4.424], [-0.143, -3.114, -3.250], [-0.751, 1.212, -3.529], [1.676, 7.099, 0.305], [4.816, 4.668, -2.644], [-3.548, -4.917, 3.089], [-0.866, -3.208, 1.853], [-2.895, -5.374, 0.746], [1.375, -5.022, -3.718], [-1.230, -2.942, -7.369], [-1.742, 3.615, 5.939]], "lumo_ev": -4.6312, "e_homo_ev": -10.66, "charge": 1, "spin_multiplicity": 1, "largest_force_ev_per_a": 2.88}

[2]
{"formula": "C23H22AuN3O5PSe", "method": "the ωB97M-V functional and the def2-TZVPD basis", "elements": ["Au", "Se", "P", "O", "O", "O", "O", "O", "N", "N", "N", "C", "C", "C", "C", "C", "C", "C", "C", "C", "C", "C", "C", "C", "C", "C", "C", "C", "C", "C", "C", "C", "C", "C", "H", "H", "H", "H", "H", "H", "H", "H", "H", "H", "H", "H", "H", "H", "H", "H", "H", "H", "H", "H", "H", "H"], "xyz": [[-0.451, 0.512, -0.745], [-1.958, -3.537, -0.429], [1.300, -0.386, 0.301], [-3.844, -0.692, -1.844], [-2.994, -4.590, 0.259], [-2.220, -2.886, -1.905], [-0.462, -4.669, -0.864], [-1.419, -2.625, 0.836], [0.948, -0.729, 1.906], [-1.977, 1.562, -1.756], [0.661, 1.431, 2.796], [-4.014, 2.791, -1.408], [-1.410, 0.499, 4.404], [-0.158, 2.245, 3.489], [-0.784, -0.354, 3.487], [0.263, 0.160, 2.751], [1.644, -2.078, -0.373], [-1.439, 2.638, -2.452], [-2.144, 3.853, -2.515], [1.877, -4.881, -0.923], [2.661, 0.752, 0.089], [2.810, -4.211, -0.254], [0.751, -2.625, -1.304], [3.329, 3.149, -0.168], [3.800, 0.357, -0.652], [0.695, -4.124, -1.499], [-3.785, 0.233, -0.810], [2.655, -2.882, 0.132], [-3.266, 1.606, -1.293], [-3.422, 3.942, -1.945], [2.468, 2.137, 0.357], [4.417, 2.755, -1.041], [-1.137, 1.848, 4.378], [4.661, 1.368, -1.219], [-0.493, 2.422, -2.978], [-0.082, -2.030, -1.725], [1.681, 2.522, 1.043], [3.360, -2.543, 0.878], [-1.676, 4.791, -2.812], [-1.736, 2.481, 5.005], [-5.042, 2.795, -1.047], [1.837, -5.940, -1.049], [-3.162, -0.069, 0.029], [5.505, 1.068, -1.896], [0.604, -4.460, -2.549], [-1.152, -1.351, 3.346], [-3.242, -1.472, -1.677], [-2.133, 0.134, 5.156], [4.008, -0.679, -0.880], [0.034, 3.318, 3.373], [0.710, -1.769, 2.089], [4.981, 3.529, -1.582], [3.068, 4.175, -0.049], [3.761, -4.751, -0.005], [-4.023, 4.870, -1.981], [-4.864, 0.391, -0.477]], "lumo_ev": [-3.5257, -7.8482], "e_homo_ev": [-10.30, -11.74], "charge": 1, "spin_multiplicity": 3, "largest_force_ev_per_a": 3.64}

[3]
{"formula": "C8H16O2", "method": "the ωB97M-V functional and the def2-TZVPD basis", "elements": ["O", "O", "C", "C", "C", "C", "C", "C", "C", "C", "H", "H", "H", "H", "H", "H", "H", "H", "H", "H", "H", "H", "H", "H", "H", "H"], "xyz": [[0.831, -2.855, 0.789], [-0.557, 2.393, 1.781], [-1.777, 2.336, 1.023], [1.327, -1.084, -0.607], [1.872, -2.336, -0.017], [-1.496, 1.446, -0.159], [0.516, 2.041, 0.979], [-0.412, -2.664, 0.000], [-0.065, 1.854, -0.403], [-0.079, -1.513, -0.996], [-0.722, -3.499, -0.657], [-2.165, 1.667, -1.013], [-0.762, -0.649, -0.882], [-0.018, 2.852, -0.881], [2.095, -3.171, -0.709], [1.401, 2.688, 1.131], [-2.624, 2.149, 1.710], [0.523, 1.154, -1.028], [-1.586, 0.367, 0.069], [2.760, -2.185, 0.626], [0.796, 1.013, 1.282], [-0.145, -1.859, -2.046], [-1.816, 3.401, 0.723], [1.868, -0.821, -1.536], [-1.242, -2.465, 0.705], [1.478, -0.260, 0.116]], "smiles": "C1CCOC1.C1CCOC1", "e_above_lowest_kcal_mol": 66.0, "lumo_ev": 0.9329, "e_homo_ev": -9.19, "spin_multiplicity": 1, "largest_force_ev_per_a": 2.31}

[4]
{"formula": "C4H11NOS", "method": "the ωB97M-V functional and the def2-TZVPD basis", "elements": ["S", "O", "N", "C", "C", "C", "C", "H", "H", "H", "H", "H", "H", "H", "H", "H", "H", "H"], "xyz": [[-0.916, 1.635, 2.265], [2.100, -0.699, -1.930], [-0.268, 0.650, -1.612], [1.530, -0.812, -0.591], [-1.588, 0.353, 1.273], [-0.739, -0.709, 0.478], [0.319, 0.125, -0.347], [-1.446, -1.290, -0.207], [0.575, 0.530, -2.236], [-0.119, 1.646, -1.662], [0.897, 0.831, 0.201], [2.936, -0.190, -1.962], [-2.358, -0.197, 1.926], [1.268, -1.809, -0.585], [-2.286, 0.838, 0.557], [2.170, -0.775, 0.381], [-1.927, 1.365, 3.056], [-0.147, -1.493, 0.996]], "smiles": "N[C@H](CO)CCS", "e_above_lowest_kcal_mol": 65.6, "lumo_ev": 0.6200, "e_homo_ev": -8.96, "spin_multiplicity": 1, "largest_force_ev_per_a": 4.38}

[5]
{"formula": "C5H9N3", "method": "the ωB97M-V functional and the def2-TZVPD basis", "elements": ["N", "N", "N", "C", "C", "C", "C", "C", "H", "H", "H", "H", "H", "H", "H", "H", "H"], "xyz": [[0.667, -1.405, -1.477], [1.221, 2.774, -0.151], [1.722, -0.536, 0.611], [-1.581, -0.440, -2.050], [0.803, 0.419, 0.858], [-0.045, 0.396, 2.111], [1.065, 1.722, 0.296], [-0.308, -0.705, -1.305], [-1.633, -1.060, -2.943], [1.563, -0.977, -0.450], [-1.624, 0.614, -2.333], [-2.440, -0.644, -1.408], [-0.885, 1.086, 2.033], [-0.431, -0.610, 2.283], [-0.239, 0.001, -0.287], [1.592, -1.329, 1.235], [0.554, 0.692, 2.976]], "e_above_lowest_kcal_mol": 72.7, "lumo_ev": -0.3416, "e_homo_ev": -9.01, "spin_multiplicity": 1, "largest_force_ev_per_a": 0.80}

[6]
{"formula": "C31H62N2O9PRhS4Si2", "method": "the ωB97M-V functional and the def2-TZVPD basis", "elements": ["Rh", "S", "S", "S", "S", "P", "Si", "Si", "O", "O", "O", "O", "O", "O", "O", "O", "O", "N", "N", "C", "C", "C", "C", "C", "C", "C", "C", "C", "C", "C", "C", "C", "C", "C", "C", "C", "C", "C", "C", "C", "C", "C", "C", "C", "C", "C", "C", "C", "C", "C", "H", "H", "H", "H", "H", "H", "H", "H", "H", "H", "H", "H", "H", "H", "H", "H", "H", "H", "H", "H", "H", "H", "H", "H", "H", "H", "H", "H", "H", "H", "H", "H", "H", "H", "H", "H", "H", "H", "H", "H", "H", "H", "H", "H", "H", "H", "H", "H", "H", "H", "H", "H", "H", "H", "H", "H", "H", "H", "H", "H", "H", "H"], "xyz": [[-20.496, -6.633, -8.358], [-19.112, 3.108, -5.761], [-17.676, -7.290, -11.111], [-30.181, -0.943, -11.193], [-12.816, -4.448, -10.817], [-28.888, -0.381, -9.922], [-22.004, -8.917, -6.683], [-19.390, -7.310, -5.411], [-16.733, -6.347, -10.399], [-22.545, -9.523, -8.119], [-20.627, -6.061, -10.313], [-27.466, -1.284, -10.163], [-17.156, -8.199, -12.215], [-28.176, 1.092, -10.522], [-19.597, -4.305, -14.643], [-19.899, 2.854, -4.500], [-20.193, -4.282, -8.172], [-13.588, -6.973, -10.760], [-11.591, -6.504, -9.687], [-20.186, -6.338, -4.063], [-22.347, -10.512, -5.558], [-12.708, -6.067, -10.411], [-15.466, -10.588, -9.087], [-20.135, -5.177, -12.426], [-27.404, 3.339, -9.646], [-19.748, -2.802, -12.783], [-20.025, -3.422, -9.070], [-10.658, -7.649, -11.679], [-25.862, -1.619, -12.100], [-10.897, -7.688, -10.201], [-13.934, -8.136, -10.029], [-19.719, -2.602, -11.422], [-14.098, -10.609, -9.861], [-25.812, 1.582, -9.811], [-27.202, -3.410, -11.111], [-19.672, -2.052, -8.552], [-22.408, -9.022, -9.430], [-9.468, -6.504, -13.560], [-27.165, -1.939, -11.423], [-20.320, -8.198, -6.690], [-18.945, -5.560, -15.018], [-9.476, -6.816, -12.029], [-18.377, -8.496, -4.369], [-18.065, -6.169, -6.237], [-27.351, 1.779, -9.571], [-20.025, -3.678, -10.484], [-20.281, -5.024, -11.007], [-14.062, -9.452, -10.771], [-23.280, -7.697, -6.129], [-19.837, -4.135, -13.327], [-19.846, -2.103, -7.522], [-28.154, -3.825, -10.795], [-13.306, -10.554, -9.114], [-22.854, -10.223, -4.685], [-16.389, -10.773, -9.648], [-26.647, 3.616, -8.968], [-26.537, -3.623, -10.264], [-13.230, -8.228, -9.247], [-19.717, -8.770, -7.366], [-13.980, -11.550, -10.399], [-22.883, -11.276, -6.118], [-10.367, -5.813, -13.747], [-15.555, -9.610, -8.712], [-11.617, -7.274, -12.135], [-9.882, -7.805, -9.692], [-19.033, -8.767, -3.466], [-14.885, -7.901, -9.584], [-26.653, -3.958, -11.933], [-18.584, -5.458, -16.041], [-27.087, 3.795, -10.607], [-15.572, -11.209, -8.147], [-10.549, -8.642, -12.130], [-9.639, -5.967, -11.405], [-25.971, -2.089, -13.075], [-14.969, -9.376, -11.410], [-27.480, 1.617, -8.517], [-17.566, -7.870, -3.912], [-22.755, -9.863, -9.986], [-22.981, -8.073, -9.543], [-17.589, -6.682, -7.035], [-21.408, -8.735, -9.665], [-20.720, -7.080, -3.477], [-19.458, -5.790, -3.440], [-19.480, -1.654, -11.033], [-18.601, -1.939, -8.769], [-11.502, -8.480, -9.899], [-25.590, 0.498, -9.468], [-8.446, -7.234, -11.739], [-20.868, -5.683, -4.503], [-25.737, -0.496, -12.185], [-25.035, -2.139, -11.710], [-17.848, -9.313, -4.806], [-8.621, -5.892, -13.871], [-17.351, -5.740, -5.523], [-19.445, -2.126, -13.427], [-9.584, -7.554, -14.159], [-23.606, -7.700, -5.084], [-25.583, 1.759, -10.883], [-22.800, -6.752, -6.235], [-14.416, -6.558, -11.249], [-25.322, 2.373, -9.245], [-18.570, -5.330, -6.663], [-13.168, -9.596, -11.494], [-21.457, -11.024, -5.243], [-27.966, -1.732, -12.167], [-28.471, 3.666, -9.452], [-19.470, -6.511, -14.979], [-20.051, -6.162, -12.797], [-10.952, -5.662, -9.601], [-24.162, -7.639, -6.775], [-20.299, -1.189, -8.841], [-18.181, -5.801, -14.236]], "e_above_lowest_kcal_mol": 96.7, "lumo_ev": [1.4877, 1.1495], "e_homo_ev": [-1.92, -1.92], "charge": -2, "spin_multiplicity": 5, "largest_force_ev_per_a": 4.85}

[7]
{"formula": "C6H12N", "method": "the ωB97M-V functional and the def2-TZVPD basis", "elements": ["N", "C", "C", "C", "C", "C", "C", "H", "H", "H", "H", "H", "H", "H", "H", "H", "H", "H", "H"], "xyz": [[0.245, 0.565, -1.035], [-0.295, 0.458, 0.296], [0.908, -0.375, -0.106], [-0.417, 1.674, 1.133], [1.057, -1.802, -0.375], [-1.734, -0.534, 0.205], [1.722, 0.674, -0.771], [-2.504, 0.178, -0.150], [2.520, 0.357, -1.542], [-0.942, 2.375, 0.598], [-1.893, -0.997, 1.214], [0.291, -2.407, 0.164], [1.980, -2.238, -0.001], [0.957, -2.084, -1.504], [-0.883, 1.381, 2.022], [-1.533, -1.322, -0.672], [-0.055, 0.197, -1.947], [0.516, 2.149, 1.583], [2.119, 1.426, -0.206]], "smiles": "CC1(C)[N@H+]2C[C@]21C", "e_above_lowest_kcal_mol": 76.1, "lumo_ev": -2.9491, "e_homo_ev": -15.78, "charge": 1, "spin_multiplicity": 1, "largest_force_ev_per_a": 4.36}

[8]
{"formula": "C43H37HoN9O6S2", "method": "the ωB97M-V functional and the def2-TZVPD basis", "elements": ["Ho", "S", "S", "O", "O", "O", "O", "O", "O", "N", "N", "N", "N", "N", "N", "N", "N", "N", "C", "C", "C", "C", "C", "C", "C", "C", "C", "C", "C", "C", "C", "C", "C", "C", "C", "C", "C", "C", "C", "C", "C", "C", "C", "C", "C", "C", "C", "C", "C", "C", "C", "C", "C", "C", "C", "C", "C", "C", "C", "C", "C", "H", "H", "H", "H", "H", "H", "H", "H", "H", "H", "H", "H", "H", "H", "H", "H", "H", "H", "H", "H", "H", "H", "H", "H", "H", "H", "H", "H", "H", "H", "H", "H", "H", "H", "H", "H", "H"], "xyz": [[0.088, -0.175, 0.140], [0.670, 0.283, -2.691], [-2.760, 1.280, 1.466], [-0.118, -0.386, -3.685], [-3.555, 2.428, 0.999], [1.878, 1.123, 0.965], [-0.055, 1.186, -1.775], [2.445, 2.968, 1.998], [-0.260, 1.932, 3.080], [-0.457, -1.928, 1.810], [3.623, 2.343, 0.145], [-0.415, 0.728, 2.457], [2.207, -1.799, 0.555], [-0.441, -0.111, 3.372], [-2.213, 0.266, 0.304], [1.428, -0.645, -1.657], [3.852, 1.428, -0.874], [-1.299, -1.754, -1.195], [-0.537, -4.162, 2.670], [-1.513, -3.281, -3.034], [2.618, 2.104, 1.017], [3.148, 4.212, 2.016], [-4.910, 0.862, 3.122], [-0.896, -2.814, -1.870], [-5.607, -1.281, 3.962], [-4.081, 0.611, -1.268], [2.194, -2.580, -3.000], [-0.885, 5.433, 2.493], [2.724, -2.255, 1.674], [-2.926, -0.022, -0.843], [3.544, -3.393, 1.738], [3.947, 1.441, -4.736], [-0.668, 4.212, 3.106], [-0.492, -3.250, 1.635], [3.274, -3.637, -0.637], [-0.552, -3.679, 3.974], [-0.467, 3.163, 0.948], [-3.813, -1.154, 2.365], [-3.948, 0.226, 2.352], [-0.482, -1.462, 3.072], [-2.597, -2.603, -3.517], [-4.724, 0.233, -2.456], [-0.902, 5.525, 1.107], [-2.415, -1.101, -1.637], [-5.745, 0.100, 3.927], [-3.099, -1.489, -2.817], [1.768, 2.657, -3.504], [-0.532, -2.316, 4.176], [-4.653, -1.908, 3.173], [3.452, -4.310, -1.866], [2.896, -3.797, -3.005], [2.980, 0.660, -4.120], [-4.252, -0.791, -3.226], [3.826, 2.825, -4.736], [2.739, 3.433, -4.122], [-0.461, 3.078, 2.333], [2.032, -1.865, -1.829], [3.795, -4.097, 0.593], [2.520, -2.440, -0.607], [-0.694, 4.389, 0.344], [1.898, 1.278, -3.508], [-0.718, 4.448, -0.737], [4.384, -5.005, 0.612], [-4.479, 1.423, -0.679], [-5.009, 1.939, 3.065], [3.068, -0.417, -4.113], [4.014, -5.235, -1.885], [2.647, 4.511, -4.131], [4.577, 3.431, -5.225], [-0.578, -4.361, 4.813], [-0.306, 2.300, 0.323], [0.910, 3.106, -3.020], [4.606, 0.796, -0.644], [4.025, 1.902, -1.749], [-4.561, -2.987, 3.186], [-3.091, -2.919, -4.428], [-3.080, -1.623, 1.722], [4.303, 3.062, 0.331], [-0.559, -5.221, 2.458], [3.943, -3.708, 2.692], [3.002, -4.332, -3.940], [2.704, 4.784, 2.824], [-6.250, -1.870, 4.603], [-0.028, -3.335, -1.484], [-0.558, -1.879, 5.163], [2.468, -1.710, 2.577], [-6.500, 0.587, 4.530], [3.014, 4.750, 1.077], [-1.095, 6.474, 0.624], [-1.117, -4.154, -3.533], [-4.756, -1.087, -4.137], [-0.497, -3.594, 0.609], [4.791, 0.964, -5.216], [4.209, 4.062, 2.227], [-5.616, 0.768, -2.754], [-0.674, 4.106, 4.184], [1.744, -2.210, -3.913], [-1.056, 6.315, 3.095]], "e_above_lowest_kcal_mol": 25.8, "lumo_ev": [-3.3105, -3.3128], "e_homo_ev": [-9.36, -9.37], "charge": 1, "spin_multiplicity": 5, "largest_force_ev_per_a": 1.41}